A structure of composition C38H59Ge2MnN4, computed with ωB97M-V/def2-TZVPD.

The geometry in XYZ format:
```
104
Properties=species:S:1:pos:R:3:lowdin_spin:R:1
Mn -0.44371 0.42435 1.05312 3.03
C -3.04102 2.20501 -2.66665 -0.01
C -2.67169 1.55354 -1.32200 -0.02
Ge -0.62721 1.34796 -1.10008 -0.06
C 0.13390 3.26978 -1.05195 -0.03
C 0.98110 3.84214 -2.24726 -0.01
C -0.36024 0.74659 -2.97792 0.01
C 0.71830 -0.04156 -3.37671 0.03
Ge 1.79225 -0.94144 -1.89439 0.14
C 1.95486 -2.80522 -2.51595 0.02
C 0.76898 -3.47786 -3.16188 0.00
C 3.63759 -0.23982 -2.17550 0.03
C 3.64554 1.29169 -2.20042 0.00
C 1.03132 -0.22646 -4.79348 0.01
C -0.00819 -0.25534 -5.74577 0.01
C 0.17837 -0.34305 -7.11183 0.00
C 1.50899 -0.60415 -7.58368 0.01
C 2.57369 -0.52306 -6.67849 0.00
C 2.35672 -0.30402 -5.32182 0.01
H -4.10983 2.08736 -2.76468 0.00
H -2.63792 1.69062 -3.52911 0.00
H -2.88462 3.30549 -2.66906 0.00
H -2.95541 0.51016 -1.24081 0.00
H -3.13277 2.15870 -0.50884 0.00
H 0.78278 3.29098 -0.15263 0.00
H -0.80634 3.86157 -0.95802 0.00
H 2.02743 3.79226 -2.07001 0.00
H 0.85992 4.95622 -2.25308 0.00
H 0.73710 3.46417 -3.19093 0.00
H -0.85461 1.27324 -3.79579 0.00
H 2.18276 -3.29634 -1.55163 0.00
H 2.89843 -2.87481 -3.09125 0.00
H -0.24297 -3.25191 -2.77015 0.00
H 0.90976 -4.56735 -3.09493 0.00
H 0.69549 -3.18934 -4.20470 0.00
H 4.09896 -0.76565 -3.01912 0.00
H 4.04954 -0.57416 -1.23372 0.00
H 3.15919 1.71886 -3.05128 0.00
H 4.65083 1.70920 -2.30239 0.00
H 3.08950 1.67453 -1.30761 0.00
H -1.04643 -0.15542 -5.34868 0.00
H -0.58949 -0.23137 -7.88221 0.00
H 1.62096 -0.71472 -8.64412 0.00
H 3.62145 -0.56490 -7.00080 0.00
H 3.25175 -0.02139 -4.73345 0.00
C 2.98253 -2.77951 1.39632 0.00
C 3.46293 -1.39100 1.60235 0.01
C 4.84069 -1.05953 1.54181 0.00
C 5.33660 0.24495 1.53299 0.01
C 4.38366 1.24657 1.76408 0.00
C 3.04583 1.00696 2.05211 0.01
C 2.14681 2.06875 2.55432 0.01
C 2.53966 -0.33688 1.89114 0.02
N 1.14079 -0.58911 1.97834 0.16
C 0.61754 -1.51334 2.83967 0.16
C 1.31152 -1.88530 4.12889 0.02
C -0.72273 -2.04875 2.56347 0.20
C -1.01672 -3.43242 3.03829 0.03
N -1.49178 -1.29061 1.79557 0.13
C -2.83008 -1.62098 1.59089 0.04
C -3.76275 -1.49808 2.62141 0.06
C -3.40617 -1.24130 4.06256 0.01
C -5.17121 -1.83819 2.38465 0.26
C -5.57629 -2.19216 1.12178 0.04
C -4.65608 -2.34418 0.07603 0.18
C -3.27885 -2.02627 0.29999 0.28
C -2.31595 -2.37096 -0.79698 0.06
H 3.72686 -3.31860 0.77684 0.00
H 1.96597 -2.84684 0.91006 0.00
H 2.90853 -3.31914 2.40880 0.00
H 5.56431 -1.87032 1.41660 0.00
H 6.37135 0.50678 1.33161 0.00
H 4.71699 2.28816 1.74764 0.00
H 2.77874 2.78972 3.07845 0.00
H 1.45422 1.66339 3.31536 0.00
H 1.58984 2.59251 1.82109 0.00
H 2.13945 -1.22378 4.25588 0.00
H 1.70865 -2.94383 4.29629 0.01
H 0.59285 -1.79943 4.97626 0.01
H -0.03655 -3.83750 3.21153 0.00
H -1.57521 -4.01176 2.28219 0.00
H -1.62127 -3.40354 3.94986 0.01
H -2.38983 -0.92838 4.21085 0.00
H -3.56392 -2.17189 4.62123 0.01
H -4.04908 -0.51628 4.57396 0.00
H -5.88633 -1.65087 3.19017 0.01
H -6.60789 -2.42003 0.92352 0.00
H -5.00078 -2.48885 -0.94500 0.00
H -2.65135 -3.32069 -1.29316 0.01
H -1.30502 -2.56505 -0.39889 0.01
H -2.27871 -1.55228 -1.54353 0.02
N -2.37587 4.46710 5.08443 0.00
C -2.78838 3.28908 4.18369 0.00
C -1.63650 2.98841 3.25912 0.00
N -1.93203 1.89661 2.28685 0.02
H -3.05685 4.48651 5.86706 0.00
H -2.52871 5.32367 4.54138 0.00
H -1.41479 4.43476 5.45287 0.00
H -3.65719 3.67558 3.57968 0.00
H -3.09517 2.45842 4.82743 0.00
H -0.77292 2.71144 3.85142 0.00
H -1.39994 3.93933 2.68439 0.00
H -2.62125 2.20261 1.59995 0.00
H -2.35717 1.16123 2.86610 0.00
```

Computed properties:
<S²>: 9.2200
Charge: +3
Kohn-Sham gap (alpha / beta), eV: 4.59 / 2.36
Strongest force on any atom, eV/Å: 4.3
Spin multiplicity: 6
E_HOMO (alpha / beta), Ha: -0.507 / -0.512